Version one
A 2-piece molecular cluster, C4H13NS overall, computed with ωB97M-V/def2-TZVPD.

Geometry as XYZ:
```
19
Properties=species:S:1:pos:R:3:lowdin_charge:R:1
C 1.586 -1.129 0.859 -0.0922
C 1.356 0.372 0.823 -0.2974
N 0.447 0.726 -0.282 -0.2054
C 0.289 2.178 -0.420 -0.1151
H 2.131 -1.435 -0.037 0.0729
H 2.158 -1.429 1.735 0.0735
H 0.623 -1.639 0.884 0.0510
H 0.918 0.755 1.746 0.1139
H 2.312 0.894 0.681 0.1102
H 0.839 0.356 -1.141 0.1178
H 0.028 2.612 0.543 0.0827
H -0.540 2.373 -1.102 0.0799
H 1.184 2.666 -0.814 0.0784
C -2.475 -1.558 -0.828 -0.5219
S -2.226 -0.575 0.675 0.5441
H -3.523 -1.583 -1.117 0.0114
H -1.916 -1.120 -1.656 0.0159
H -2.128 -2.585 -0.709 0.0139
H -1.063 0.122 0.159 -0.1335
```

Properties
SMILES string: CCNC.CS
LUMO: 0.9 eV
HOMO: -8.10 eV
HOMO-LUMO gap: 0.332 hartree
total charge: 0

Version two
A 2-piece molecular cluster, C4H13NS overall, computed with ωB97M-V/def2-TZVPD.

Geometry as XYZ:
```
19
Properties=species:S:1:pos:R:3:lowdin_charge:R:1
C 0.829 -2.594 2.294 -0.1293
C -0.342 -2.896 1.356 -0.3849
N -0.442 -2.095 0.159 -0.0154
H 0.922 -3.318 3.091 0.0548
H 1.806 -2.693 1.730 0.0812
H 0.887 -1.575 2.696 0.0610
H -0.216 -4.019 1.126 0.1219
H -1.319 -2.954 1.842 0.0948
H 0.493 -2.136 -0.225 0.0548
H -0.602 -1.122 0.446 0.0614
C -0.110 2.730 0.565 -0.1601
C -0.709 2.245 -0.757 -0.6414
S 0.258 1.355 -2.016 0.6469
H -0.672 2.515 1.456 0.0574
H 0.075 3.792 0.621 0.0617
H 0.818 2.173 0.777 0.0632
H -1.412 2.959 -1.240 0.0694
H -1.522 1.552 -0.478 0.0448
H 1.497 1.141 -1.461 -0.1421
```

Properties
SMILES string: CCN.CCS
LUMO: 0.8 eV
HOMO: -8.94 eV
HOMO-LUMO gap: 0.358 hartree
total charge: 0

Name the least stable of them. version two.

Version one
A 14-piece molecular cluster, C14H56O14 overall, computed with ωB97M-V/def2-TZVPD.

Geometry as XYZ:
```
84
Properties=species:S:1:pos:R:3:lowdin_charge:R:1
C 6.130 -15.014 10.169 -0.1675
O 4.963 -14.621 9.506 -0.1246
H 6.054 -16.057 10.507 0.1033
H 6.958 -14.888 9.455 0.0890
H 6.339 -14.385 10.954 0.0400
H 4.806 -15.278 8.826 0.0964
C 10.270 -7.886 8.603 -0.1461
O 10.185 -8.774 9.697 -0.1414
H 9.675 -6.991 8.860 0.0796
H 11.317 -7.577 8.483 0.0800
H 9.871 -8.365 7.637 0.0959
H 9.292 -8.668 9.985 0.0140
C 13.014 -10.039 11.752 -0.1509
O 12.004 -10.664 10.985 -0.1731
H 13.770 -10.810 11.882 0.0732
H 13.479 -9.190 11.139 0.1003
H 12.564 -9.662 12.698 0.0859
H 11.442 -9.916 10.653 0.0589
C 6.505 -7.676 9.748 -0.1292
O 7.539 -8.374 10.445 -0.1314
H 5.793 -7.147 10.410 0.0632
H 6.954 -6.844 9.095 0.1031
H 5.856 -8.342 9.144 0.0560
H 7.323 -9.308 10.578 0.0473
C 3.572 -5.926 12.394 -0.1553
O 4.438 -7.009 12.635 -0.1128
H 3.742 -5.036 12.999 0.0766
H 3.697 -5.618 11.344 0.0786
H 2.514 -6.193 12.491 0.0756
H 4.363 -7.238 13.538 0.0161
C 10.969 -11.760 7.299 -0.1487
O 10.132 -12.812 7.775 -0.1370
H 11.525 -12.187 6.460 0.0794
H 10.466 -10.796 7.082 0.0748
H 11.744 -11.561 8.011 0.0579
H 9.755 -12.564 8.639 0.0294
C 9.684 -13.825 11.056 -0.1294
O 9.841 -12.440 10.775 -0.1390
H 8.854 -13.977 11.697 0.0439
H 9.485 -14.348 10.125 0.0712
H 10.574 -14.276 11.519 0.0986
H 10.755 -12.153 10.726 0.0440
C 3.808 -13.440 12.938 -0.1110
O 4.323 -14.523 12.109 -0.1559
H 2.767 -13.689 13.165 0.0658
H 4.393 -13.418 13.832 0.0649
H 3.762 -12.453 12.388 0.0810
H 4.187 -14.310 11.182 0.0232
C 1.042 -9.763 13.916 -0.1506
O 2.104 -8.803 13.892 -0.1365
H 0.557 -9.586 12.974 0.0637
H 1.393 -10.796 13.897 0.0695
H 0.229 -9.697 14.677 0.0848
H 2.702 -8.955 14.653 0.0595
C 4.737 -7.309 16.513 -0.1219
O 4.577 -8.221 15.436 -0.1298
H 3.759 -6.954 16.837 0.0853
H 5.144 -7.787 17.407 0.0800
H 5.426 -6.533 16.267 0.0717
H 5.409 -8.583 15.205 0.0142
C 6.583 -11.486 9.295 -0.0852
O 6.620 -11.057 10.647 -0.1567
H 5.872 -12.317 9.209 0.0820
H 6.365 -10.619 8.621 0.0928
H 7.592 -11.729 9.027 0.0654
H 5.712 -10.837 10.876 0.0394
C 8.278 -8.651 14.365 -0.1389
O 7.073 -9.243 14.711 -0.1120
H 8.132 -7.590 14.532 0.0832
H 9.103 -8.938 15.028 0.0882
H 8.521 -8.763 13.360 0.0552
H 6.925 -10.020 14.222 0.0247
C 3.527 -9.474 10.343 -0.1189
O 4.243 -10.000 11.477 -0.1300
H 3.989 -8.746 9.638 0.0669
H 3.342 -10.396 9.811 0.0774
H 2.548 -9.001 10.607 0.0961
H 4.194 -9.310 12.144 0.0600
C 8.441 -12.262 13.744 -0.1617
O 7.606 -11.368 13.112 -0.1226
H 8.041 -13.247 13.797 0.0627
H 9.430 -12.309 13.223 0.0863
H 8.606 -11.942 14.803 0.0997
H 7.634 -11.374 12.161 0.0422
```

Properties
LUMO: 0.7 eV
HOMO: -9.76 eV
HOMO-LUMO gap: 0.383 hartree
total charge: 0

Version two
A 14-piece molecular cluster, C14H56O14 overall, computed with ωB97M-V/def2-TZVPD.

Geometry as XYZ:
```
84
Properties=species:S:1:pos:R:3:lowdin_charge:R:1
C 6.886 13.924 13.668 -0.1382
O 6.874 12.840 12.766 -0.1085
H 7.785 14.006 14.291 0.0860
H 6.787 14.896 13.176 0.0629
H 6.046 13.848 14.359 0.0595
H 7.362 13.089 11.978 0.0960
C 3.836 12.690 15.791 -0.0995
O 3.207 13.837 15.189 -0.1504
H 3.469 11.785 15.306 0.0795
H 4.907 12.739 15.629 0.0646
H 3.586 12.665 16.851 0.0850
H 2.288 13.829 15.478 0.0931
C 1.406 18.940 9.721 -0.1348
O 2.557 18.109 9.556 -0.1459
H 1.734 19.878 10.179 0.0770
H 0.939 19.213 8.773 0.0812
H 0.725 18.491 10.447 0.0701
H 2.235 17.219 9.350 0.0320
C 0.705 15.734 7.938 -0.1330
O 1.495 15.459 9.082 -0.1462
H 0.873 15.020 7.122 0.0829
H -0.364 15.625 8.172 0.0850
H 0.900 16.739 7.573 0.0766
H 1.277 14.568 9.394 0.0387
C 7.406 17.809 14.702 -0.1487
O 7.166 18.984 13.929 -0.1289
H 6.606 17.674 15.434 0.0691
H 7.479 16.925 14.062 0.0590
H 8.359 17.948 15.210 0.0773
H 6.211 18.993 13.772 0.0324
C 3.275 19.079 13.038 -0.0995
O 4.346 18.293 13.576 -0.1665
H 3.725 19.948 12.568 0.0816
H 2.601 18.519 12.388 0.0660
H 2.617 19.448 13.837 0.0879
H 3.943 17.741 14.285 0.0509
C 0.164 17.380 13.752 -0.1644
O -0.342 18.341 12.846 -0.1146
H 0.176 17.769 14.775 0.0831
H -0.479 16.498 13.771 0.0758
H 1.193 17.099 13.525 0.0499
H -0.488 19.175 13.292 0.0778
C 4.179 11.414 11.884 -0.1636
O 4.760 10.954 13.076 -0.1156
H 3.091 11.425 11.922 0.0566
H 4.496 12.439 11.673 0.0556
H 4.493 10.858 10.996 0.0844
H 5.486 11.563 13.284 0.0406
C 6.449 15.955 8.735 -0.1574
O 5.067 16.192 8.921 -0.1430
H 6.573 15.425 7.795 0.0742
H 7.012 16.892 8.761 0.0693
H 6.818 15.381 9.593 0.0713
H 4.814 16.142 9.853 0.0254
C 5.640 19.591 10.231 -0.1379
O 4.372 20.249 10.217 -0.1451
H 5.831 19.165 9.246 0.0752
H 6.398 20.303 10.553 0.0803
H 5.678 18.785 10.975 0.0639
H 3.756 19.568 9.898 0.0228
C 4.427 13.020 8.455 -0.1438
O 5.014 11.826 7.911 -0.1270
H 5.077 13.362 9.263 0.0630
H 4.304 13.791 7.697 0.0800
H 3.457 12.762 8.877 0.0630
H 5.956 11.994 7.828 0.0658
C 3.714 15.317 11.868 -0.1417
O 4.815 16.198 11.819 -0.1333
H 3.856 14.534 11.126 0.0665
H 3.594 14.871 12.864 0.0665
H 2.755 15.815 11.668 0.0744
H 4.727 16.925 12.466 0.0447
C 3.624 16.846 16.891 -0.1346
O 3.328 16.631 15.528 -0.1520
H 3.736 17.899 17.138 0.0855
H 2.864 16.421 17.553 0.0797
H 4.574 16.362 17.148 0.0829
H 3.354 15.675 15.321 0.0499
C 0.897 13.296 11.731 -0.1248
O 1.207 12.979 10.370 -0.1381
H 1.690 13.034 12.434 0.0606
H 0.695 14.364 11.786 0.0774
H -0.010 12.753 12.014 0.0868
H 1.330 12.026 10.324 0.0897
```

Properties
LUMO: 0.0 eV
HOMO: -9.32 eV
HOMO-LUMO gap: 0.343 hartree
total charge: 0

Name the least stable of them. version one.

Version one
A 2-piece molecular cluster, C2H8N3O2 overall, computed with ωB97M-V/def2-TZVPD.

Geometry as XYZ:
```
15
Properties=species:S:1:pos:R:3:lowdin_charge:R:1
C 3.768 1.331 0.112 0.0199
C -2.868 -0.663 0.272 -0.0910
N 1.783 0.512 -0.896 0.1361
N -0.027 -0.565 -1.816 0.3013
N 0.889 -0.155 -1.238 0.0070
O 2.993 0.185 -0.410 -0.0646
O -1.609 -1.318 0.033 -0.1264
H 3.833 2.161 -0.755 0.1544
H 4.817 1.157 0.272 0.0922
H 3.270 1.514 1.007 0.0679
H -3.488 -0.891 -0.609 0.0900
H -2.836 0.411 0.061 0.0851
H -3.413 -0.763 1.275 0.1251
H -0.913 -0.941 -1.307 0.1126
H -1.543 -2.247 0.068 0.0905
```

Properties
LUMO: -5.3 eV
HOMO: -15.00 eV
HOMO-LUMO gap: 0.355 hartree
total charge: +1

Version two
An isolated ion of composition C2H8N3O2 and charge +1, computed with ωB97M-V/def2-TZVPD.

Geometry as XYZ:
```
15
Properties=species:S:1:pos:R:3:lowdin_charge:R:1
C 1.427 -0.293 -0.900 0.0250
N 0.284 0.444 -0.320 -0.1375
C -0.492 1.316 -1.142 0.0035
N -0.323 -0.100 0.726 -0.2164
O -1.471 0.369 0.977 0.1980
N 0.264 -0.970 1.427 0.1328
O -0.581 -1.323 2.475 0.0400
H 1.022 -0.712 -1.829 0.1040
H 2.227 0.464 -1.225 0.1425
H 1.762 -1.103 -0.325 0.0633
H -0.044 1.329 -2.144 0.1166
H -1.370 0.675 -1.264 0.1132
H -0.659 2.328 -0.852 0.1034
H -1.888 -0.397 1.410 0.1662
H -0.158 -2.026 2.987 0.1452
```

Properties
SMILES string: CN(C)/[N+](O)=N/O
LUMO (spin up / spin down): -4.5 / -4.5 eV
HOMO (spin up / spin down): -14.18 / -14.18 eV
HOMO-LUMO gap (spin up / spin down): 0.355 / 0.355 hartree
total charge: +1

Name the least stable of them. version one.

Version one
C5H10FN as an isolated structure, computed with ωB97M-V/def2-TZVPD.

Geometry as XYZ:
```
17
Properties=species:S:1:pos:R:3:lowdin_charge:R:1
C -1.311 1.203 -0.536 -0.0296
C -0.437 -0.023 -0.199 -0.7184
C 0.847 0.024 -0.790 -0.1121
C 1.409 -0.594 0.489 -0.3204
C 0.295 0.032 1.216 -0.0503
H -0.811 2.164 -0.574 0.0788
H -2.082 1.378 0.273 0.1019
H -1.678 0.919 -1.408 0.0198
H -0.528 -1.946 -0.974 0.2094
H -1.674 -1.353 0.871 0.2248
H 1.446 0.868 -1.147 0.1488
H 1.052 -0.494 -1.648 0.0878
H 1.470 -1.544 0.634 0.0927
H 0.778 0.997 1.413 0.1339
H -0.168 -0.448 2.109 0.1184
N -1.304 -1.095 -0.387 0.0309
F 2.696 -0.089 0.655 -0.0164
```

Properties
LUMO: 0.6 eV
HOMO: -9.24 eV
HOMO-LUMO gap: 0.363 hartree
total charge: 0

Version two
C5H10FN in the gas phase, computed with ωB97M-V/def2-TZVPD.

Geometry as XYZ:
```
17
Properties=species:S:1:pos:R:3:lowdin_charge:R:1
C -1.681 -0.539 -0.834 -0.0296
C -0.588 -0.012 0.068 -0.5428
N -1.055 1.325 0.693 0.0458
C -0.018 -0.938 1.099 -0.1116
C 1.112 -1.213 0.066 -0.1071
C 0.745 0.055 -0.696 -0.2459
F 1.572 1.142 -0.302 -0.0360
H -1.219 -1.149 -1.661 0.0990
H -2.419 -1.212 -0.285 0.1090
H -2.187 0.345 -1.195 0.0645
H -0.232 1.982 0.884 0.0944
H -1.851 1.748 0.151 0.0685
H -0.501 -1.779 1.557 0.0984
H 0.351 -0.321 1.978 0.1325
H 2.081 -1.140 0.492 0.0909
H 1.105 -2.191 -0.494 0.1315
H 0.689 0.054 -1.777 0.1386
```

Properties
SMILES string: C[C@@]1(N)CC[C@@H]1F
LUMO: 1.0 eV
HOMO: -9.13 eV
HOMO-LUMO gap: 0.374 hartree
total charge: 0

Name the least stable of them. version one.

Version one
A 2-piece molecular cluster, C4H13NO3 overall, computed with ωB97M-V/def2-TZVPD.

Geometry as XYZ:
```
21
Properties=species:S:1:pos:R:3:lowdin_spin:R:1
C 0.259 1.775 -1.073 0.0811
N -0.341 0.481 -0.790 0.6283
C 0.250 -0.390 0.175 0.0735
C -0.823 -1.368 0.728 0.0260
O -0.261 -2.355 1.545 0.0157
C 1.399 -1.178 -0.467 0.0706
O 2.521 -0.322 -0.444 0.0094
H -0.502 2.426 -1.477 0.0156
H 1.049 1.574 -1.826 0.0444
H 0.820 2.090 -0.205 0.0009
H -0.668 -0.009 -1.626 0.0131
H 0.661 0.240 0.973 0.0001
H -1.288 -1.880 -0.112 0.0003
H -1.648 -0.872 1.248 0.0014
H -0.222 -2.029 2.452 0.0000
H 1.126 -1.504 -1.477 -0.0002
H 1.539 -2.069 0.127 0.0100
H 3.320 -0.825 -0.646 0.0026
H -2.570 1.294 1.065 0.0007
H -1.885 2.681 0.874 0.0000
O -2.736 2.240 0.955 0.0067
```

Properties
LUMO (spin up / spin down): -3.1 / -7.9 eV
HOMO (spin up / spin down): -15.10 / -15.12 eV
HOMO-LUMO gap (spin up / spin down): 0.441 / 0.265 hartree
total charge: +1
2S+1: 2

Version two
A 2-piece molecular cluster, C4H13NO3 overall, computed with ωB97M-V/def2-TZVPD.

Geometry as XYZ:
```
21
Properties=species:S:1:pos:R:3:lowdin_spin:R:1
C -0.427 0.415 0.596 0.0902
O -1.017 0.535 1.945 0.0137
C -0.348 -1.135 0.398 0.1082
C 0.850 -1.443 -0.555 0.0039
C 0.602 -1.010 -1.984 0.0008
O 1.936 -0.755 0.065 0.0048
N -0.250 -1.854 1.614 0.7012
H -1.147 0.845 -0.108 0.0019
H 0.468 1.016 0.648 0.0071
H -1.827 1.033 1.888 0.0004
H -1.314 -1.382 -0.093 0.0305
H 1.186 -2.493 -0.445 0.0003
H 1.479 -0.629 -2.536 0.0003
H 0.295 -1.830 -2.635 -0.0001
H -0.189 -0.293 -2.232 0.0000
H 2.548 -0.355 -0.569 0.0001
H -0.878 -1.529 2.358 0.0170
H 0.727 -1.970 1.910 0.0192
H -0.286 4.023 -0.556 0.0000
H -1.621 4.201 0.275 0.0000
O -0.786 4.611 0.018 0.0003
```

Properties
LUMO (spin up / spin down): -3.2 / -8.6 eV
HOMO (spin up / spin down): -14.23 / -14.23 eV
HOMO-LUMO gap (spin up / spin down): 0.407 / 0.207 hartree
total charge: +1
2S+1: 2

Name the least stable of them. version two.

Version one
An isolated ion of composition C5H10N3O2S and charge +1, computed with ωB97M-V/def2-TZVPD.

Geometry as XYZ:
```
21
Properties=species:S:1:pos:R:3:lowdin_charge:R:1
C -3.022 1.110 -2.095 -0.0941
N -1.867 1.146 -1.278 -0.0159
C -0.999 0.259 -1.282 -0.1798
C -0.096 0.350 -0.115 -0.3120
N 1.272 -0.074 -0.265 0.0912
C 2.034 -0.422 0.835 -0.2868
N 3.322 -0.835 0.742 0.2316
C 1.264 -0.309 2.057 -0.0375
S -0.490 -0.787 1.311 0.7637
O -1.539 -0.174 2.072 -0.2523
O -0.398 -2.130 0.911 -0.2463
H -3.707 0.773 -1.327 0.0962
H -2.851 0.499 -3.000 0.0896
H -3.275 2.227 -2.419 0.1364
H -1.004 -0.765 -1.844 0.1758
H -0.224 1.365 0.420 0.1758
H 1.602 -0.096 -1.207 0.1647
H 3.924 -0.986 1.567 0.1659
H 3.523 -1.153 -0.184 0.1275
H 1.504 -0.720 2.972 0.1017
H 1.027 0.721 2.130 0.1045
```

Properties
SMILES string: C/N=C/[C@@H]1NC(=[NH2+])CS1(=O)=O
LUMO: -4.2 eV
HOMO: -13.55 eV
HOMO-LUMO gap: 0.342 hartree
total charge: +1

Version two
C5H10N3O2S as an isolated structure, computed with ωB97M-V/def2-TZVPD.

Geometry as XYZ:
```
21
Properties=species:S:1:pos:R:3:lowdin_charge:R:1
C 0.744 0.319 -0.134 -0.6085
C -0.567 0.938 1.646 -0.0922
C -0.713 0.137 -0.441 -0.0414
C -2.836 0.422 0.799 0.0273
C 1.798 -2.369 -1.429 -0.2591
N -1.412 0.588 0.537 -0.1070
N 0.786 1.091 1.013 0.0473
N 1.729 0.885 -1.178 -0.3757
O 1.378 0.982 -2.312 0.1205
O 2.772 1.270 -0.748 0.1411
S 0.941 -1.564 0.116 0.9506
H -0.754 1.953 1.979 0.1557
H -0.424 0.151 2.375 0.1462
H -1.030 0.184 -1.491 0.1798
H -3.357 -0.155 0.034 0.1079
H -2.938 0.043 1.848 0.1216
H -3.290 1.496 0.799 0.1464
H 1.296 -3.316 -1.360 0.0139
H 2.918 -2.149 -1.376 0.0753
H 1.403 -1.766 -2.365 0.0791
H 1.557 0.860 1.687 0.1714
```

Properties
LUMO (spin up / spin down): -4.7 / -4.7 eV
HOMO (spin up / spin down): -13.73 / -13.73 eV
HOMO-LUMO gap (spin up / spin down): 0.330 / 0.330 hartree
total charge: +1

Name the least stable of them. version two.